ORCA calculation (ωB97M-V/def2-TZVPD) on a 2-piece molecular cluster, C3H6FNO overall.

- Energy relative to the best compared isomer or geometry (same formula, charge and spin): 94.6 kcal/mol
- E: -9459.6929 eV
- Orbital gap: 9.552 eV
- Multiplicity: 1

Structure (XYZ):
```
12
C3H6FNO | the OMol25 dataset | ωB97M-V/def2-TZVPD
C -0.49 1.08 2.27
C 0.59 -1.21 -0.57
C 0.26 -0.27 -1.71
N -0.26 0.80 -1.41
O -1.04 1.94 1.33
F 0.45 -0.75 -2.98
H -1.07 1.42 3.11
H 0.09 -2.20 -0.67
H 0.57 -0.78 0.45
H 1.52 -1.68 -0.61
H -0.56 1.35 -2.22
H -0.90 1.47 0.45
```

Results of the Mulliken charge analysis, in e, for atoms 1 through 5:
1 C -0.259
2 C -0.827
3 C 0.526
4 N -0.445
5 O -0.359

---

ORCA calculation (ωB97M-V/def2-TZVPD) on one molecule with the formula C3H6FNO2S.

- Energy relative to the best compared isomer or geometry (same formula, charge and spin): 16.1 kcal/mol
- E: -22343.3510 eV
- Orbital gap: 10.730 eV
- Multiplicity: 1

Structure (XYZ):
```
14
C3H6FNO2S | the OMol25 dataset | ωB97M-V/def2-TZVPD
N -1.81 -0.15 -1.65
S -1.38 0.87 -0.34
O -1.91 0.30 0.84
O -1.85 2.22 -0.57
C 0.44 0.69 -0.25
F 1.09 1.18 -1.32
C 0.94 -0.81 0.48
C 1.08 0.58 1.13
H -2.17 0.42 -2.38
H -2.34 -0.94 -1.31
H 1.76 -1.23 0.03
H 0.11 -1.30 0.96
H 0.39 1.05 1.81
H 2.00 1.03 1.04
```

Results of the Mulliken charge analysis, in e, for atoms 1 through 5:
1 N -0.525
2 S 1.034
3 O -0.620
4 O -0.619
5 C 0.570

---

ORCA calculation (ωB97M-V/def2-TZVPD) on one molecule with the formula C3H6FNOS.

- Energy relative to the best compared isomer or geometry (same formula, charge and spin): 4.8 kcal/mol
- E: -20298.6486 eV
- Orbital gap: 10.092 eV
- Multiplicity: 1

Structure (XYZ):
```
13
C3H6FNOS | the OMol25 dataset | ωB97M-V/def2-TZVPD
N 2.73 -0.08 -0.45
C 1.34 0.14 -0.27
O 0.95 1.23 0.00
S 0.20 -1.25 -0.41
C -1.12 -0.69 0.64
C -1.85 0.49 0.01
F -2.08 0.17 -1.30
H 3.12 -0.94 -0.72
H 3.26 0.74 -0.56
H -1.72 -1.59 0.73
H -0.74 -0.40 1.64
H -2.77 0.69 0.59
H -1.30 1.49 0.09
```

Results of the Mulliken charge analysis, in e, for atoms 1 through 5:
1 N -0.435
2 C 0.599
3 O -0.522
4 S -0.176
5 C -0.565

---

ORCA calculation (ωB97M-V/def2-TZVPD) on one molecule with the formula C3H6FNS2.

- Energy relative to the best compared isomer or geometry (same formula, charge and spin): 19.6 kcal/mol
- E: -29084.6643 eV
- Orbital gap: 9.183 eV
- Multiplicity: 1

Structure (XYZ):
```
13
C3H6FNS2 | the OMol25 dataset | ωB97M-V/def2-TZVPD
F -1.99 -1.11 -1.05
C -1.73 0.09 -0.52
C -1.10 -0.07 0.81
S 0.52 -0.65 0.59
C 1.26 0.63 -0.15
N 2.50 0.66 -0.57
S 3.52 -0.73 -0.28
H -1.06 0.66 -1.20
H -2.64 0.56 -0.31
H -1.04 0.91 1.44
H -1.65 -0.75 1.44
H 0.68 1.51 -0.46
H 2.73 -1.70 0.24
```

Results of the Mulliken charge analysis, in e, for atoms 1 through 5:
1 F -0.281
2 C -0.171
3 C -0.652
4 S -0.117
5 C 0.114

---

ORCA calculation (ωB97M-V/def2-TZVPD) on an isolated ion of composition C3H6FO2S and charge -1.

- Total charge: -1
- Energy relative to the best compared isomer or geometry (same formula, charge and spin): 20.0 kcal/mol
- E: -20855.7030 eV
- Orbital gap: 6.797 eV
- Multiplicity: 1

Structure (XYZ):
```
13
C3H6FO2S | the OMol25 dataset | ωB97M-V/def2-TZVPD
C 1.20 -0.75 -0.76
C -0.30 -0.85 -0.35
C -0.60 -0.15 0.95
O -1.25 2.63 1.35
O 0.20 2.34 -0.59
F -1.99 -0.07 1.08
S -0.01 2.03 0.84
H 1.83 -1.21 -0.03
H 1.36 0.32 -1.25
H 1.34 -1.38 -1.65
H -0.60 -1.83 -0.37
H -0.93 -0.48 -1.11
H -0.24 -0.62 1.89
```

Results of the Mulliken charge analysis, in e, for atoms 1 through 5:
1 C -1.013
2 C -0.721
3 C -0.202
4 O -0.577
5 O -0.599

---

ORCA calculation (ωB97M-V/def2-TZVPD) on a 2-piece molecular cluster, C3H6FO2S overall.

- Total charge: -1
- Energy relative to the best compared isomer or geometry (same formula, charge and spin): 34.2 kcal/mol
- E: -20855.0865 eV
- Orbital gap: 6.311 eV
- Multiplicity: 1

Structure (XYZ):
```
13
C3H6FO2S | the OMol25 dataset | ωB97M-V/def2-TZVPD
C -1.52 -1.04 0.02
C -0.93 1.22 -0.70
C -1.80 0.47 -0.05
O 5.11 -0.39 0.46
O 2.69 -1.11 0.29
F -2.82 0.90 0.71
S 3.66 -0.05 0.63
H -1.88 -1.51 1.02
H -2.05 -1.53 -0.71
H -0.51 -1.23 -0.16
H 3.45 -0.20 2.20
H -0.80 2.29 -0.89
H -0.09 0.61 -1.13
```

Results of the Mulliken charge analysis, in e, for atoms 1 through 5:
1 C -0.895
2 C -0.798
3 C 0.725
4 O -0.590
5 O -0.570

---

ORCA calculation (ωB97M-V/def2-TZVPD) on a 2-piece molecular cluster, C3H6FOP overall.

- Energy relative to the best compared isomer or geometry (same formula, charge and spin): 37.9 kcal/mol
- E: -17259.7394 eV
- Orbital gap: 8.876 eV
- Multiplicity: 1

Structure (XYZ):
```
12
C3H6FOP | the OMol25 dataset | ωB97M-V/def2-TZVPD
C -0.21 0.75 -0.78
C 0.40 -0.52 -0.40
C 0.47 -1.07 0.81
F -0.32 -0.64 1.74
H 0.44 1.48 -1.15
H -0.82 1.19 0.14
H -0.91 0.68 -1.57
H 1.11 -0.92 -1.07
H 1.18 -1.85 1.11
O 0.89 2.20 2.20
P -0.49 1.88 2.49
H -0.57 1.27 3.88
```

Results of the Mulliken charge analysis, in e, for atoms 1 through 5:
1 C -0.648
2 C -0.126
3 C -0.176
4 F -0.258
5 H 0.256

---

ORCA calculation (ωB97M-V/def2-TZVPD) on C3H6FOP as an isolated structure.

- Energy relative to the best compared isomer or geometry (same formula, charge and spin): 50.4 kcal/mol
- E: -17259.1994 eV
- Orbital gap (spin up / spin down): 6.642 / 6.642 eV
- Multiplicity: 1

Structure (XYZ):
```
12
C3H6FOP | the OMol25 dataset | ωB97M-V/def2-TZVPD
C 0.75 -0.25 0.26
C -0.15 0.69 0.54
C 2.18 -0.33 -0.25
O -1.40 0.54 0.75
F -4.08 -0.37 0.40
P -2.84 -0.58 -0.58
H 0.46 -1.26 0.28
H 0.19 1.74 0.69
H 2.62 0.64 -0.56
H 2.88 -0.54 0.51
H 2.33 -1.05 -0.95
H -2.94 0.76 -1.10
```

Results of the Mulliken charge analysis, in e, for atoms 1 through 5:
1 C -0.081
2 C -0.075
3 C -1.202
4 O -0.568
5 F -0.200

---

ORCA calculation (ωB97M-V/def2-TZVPD) on C3H6I2NS as an isolated structure.

- Total charge: +1
- Energy relative to the best compared isomer or geometry (same formula, charge and spin): 0.1 kcal/mol
- E: -31727.1977 eV
- Orbital gap: 8.749 eV
- Multiplicity: 1

Structure (XYZ):
```
13
C3H6I2NS | the OMol25 dataset | ωB97M-V/def2-TZVPD
C -0.89 -0.83 0.65
C -1.02 -0.30 -0.79
C 1.36 -0.62 -0.09
N 0.59 -0.93 0.93
S 0.58 -0.25 -1.54
I -0.18 3.27 -0.56
I 3.41 -0.47 0.07
H -1.41 -0.27 1.40
H -1.32 -1.92 0.89
H -1.65 -1.06 -1.35
H -1.57 0.73 -1.01
H 1.17 3.89 -0.44
H 0.93 -1.24 1.83
```

Results of the Mulliken charge analysis, in e, for atoms 1 through 5:
1 C -0.562
2 C -0.290
3 C 0.183
4 N -0.146
5 S 0.041

---

ORCA calculation (ωB97M-V/def2-TZVPD) on C3H6I2O as an isolated structure.

- Energy relative to the best compared isomer or geometry (same formula, charge and spin): 42.6 kcal/mol
- E: -21455.1063 eV
- Orbital gap: 9.157 eV
- Multiplicity: 1

Structure (XYZ):
```
12
C3H6I2O | the OMol25 dataset | ωB97M-V/def2-TZVPD
C 0.48 -0.77 1.63
C -0.93 1.09 -1.26
C 0.50 -0.51 0.19
O -0.62 0.69 0.02
I -0.28 -2.14 -0.99
I 2.35 0.25 -0.62
H 1.53 -1.14 1.78
H -0.40 -1.38 2.00
H 0.44 0.25 2.07
H -1.27 0.34 -2.00
H -0.13 1.58 -1.66
H -1.69 1.75 -1.15
```

Results of the Mulliken charge analysis, in e, for atoms 1 through 5:
1 C -1.112
2 C -0.716
3 C -0.071
4 O -0.355
5 I 0.156

---

ORCA calculation (ωB97M-V/def2-TZVPD) on a 2-piece molecular cluster, C3H6IN overall.

- Energy relative to the best compared isomer or geometry (same formula, charge and spin): 96.6 kcal/mol
- E: -12793.9471 eV
- Orbital gap (spin up / spin down): 7.895 / 8.398 eV
- Multiplicity: 1

Structure (XYZ):
```
11
C3H6IN | the OMol25 dataset | ωB97M-V/def2-TZVPD
C 0.32 2.50 0.18
C -0.24 -0.46 -0.77
C 0.76 -0.16 0.40
N -0.85 2.37 -0.15
I 2.85 -0.33 0.07
H 0.87 3.42 0.36
H 0.38 -0.62 -1.83
H -1.05 0.29 -1.01
H -0.69 -1.44 -0.64
H 0.29 0.00 1.39
H -1.57 2.98 -0.47
```

Results of the Mulliken charge analysis, in e, for atoms 1 through 5:
1 C -0.112
2 C -0.692
3 C -0.597
4 N -0.376
5 I 0.026

---

ORCA calculation (ωB97M-V/def2-TZVPD) on a 2-piece molecular cluster, C3H6IN overall.

- Energy relative to the best compared isomer or geometry (same formula, charge and spin): 44.4 kcal/mol
- E: -12796.2084 eV
- Orbital gap (spin up / spin down): 10.016 / 6.309 eV
- Multiplicity: 1

Structure (XYZ):
```
11
C3H6IN | the OMol25 dataset | ωB97M-V/def2-TZVPD
C -0.21 -0.10 -0.69
C -0.69 0.87 0.38
C 1.24 -0.42 -0.41
N -0.91 -0.39 -1.66
I -1.96 -2.40 1.45
H -1.74 1.10 0.39
H -0.34 0.57 1.33
H -0.32 1.92 0.34
H 1.44 -0.31 0.64
H 1.87 0.46 -0.84
H 1.64 -1.30 -0.92
```

Results of the Mulliken charge analysis, in e, for atoms 1 through 5:
1 C 0.765
2 C -1.190
3 C -1.053
4 N -0.557
5 I 0.023